{
  "formula": "C9H10INO3S",
  "method": "ωB97M-V/def2-TZVPD",
  "symbols": ["C", "C", "C", "C", "C", "C", "C", "C", "C", "N", "O", "O", "O", "S", "I", "H", "H", "H", "H", "H", "H", "H", "H", "H", "H"],
  "xyz": [[-0.58, -1.97, -1.71], [-0.61, -1.65, -0.54], [-0.95, 0.67, 2.20], [-0.09, 0.19, 1.25], [1.01, 1.03, 0.73], [-2.01, -0.29, 2.51], [-0.50, -1.21, 0.85], [2.52, 1.05, -2.55], [2.56, 1.06, -1.04], [-1.76, -1.45, 1.58], [1.35, 2.02, 1.28], [-3.60, -2.25, -0.88], [1.43, 0.46, -0.43], [-3.58, -1.29, 0.21], [-3.36, 0.90, -0.73], [-0.24, -2.05, -2.67], [-0.71, 1.48, 2.83], [-1.69, -0.67, 3.60], [-2.98, 0.10, 2.55], [0.17, -2.01, 1.30], [2.54, 0.11, -3.09], [1.69, 1.56, -3.04], [3.34, 1.66, -2.89], [2.53, 2.14, -0.55], [3.52, 0.42, -0.75]],
  "homo_ev": [-8.664, -8.709],
  "de_lowest_kj_mol": 131.61,
  "max_force_ev_per_a": 4.22,
  "total_charge": 0,
  "multiplicity": 1
}